Entry 1:
Molecular formula: C38H36As2F2N4O7PbS3
Method: DFT, ωB97M-V/def2-TZVPD

The multiplicity is 1. As for the total charge: -2. The calculation puts the LUMO energy at 4.1 eV. For the gap between HOMO and LUMO, the calculation gives 6.73 eV. For the largest force on an atom, the calculation gives 0.0262 Eh/bohr.

XYZ file:
```
93
Properties=species:S:1:pos:R:3:forces:R:3
Pb 1.1087 -1.3277 1.0924 -0.0100 0.0522 0.2853
C -1.1427 0.0491 -3.0980 0.1636 -0.1087 -0.2183
C -2.1609 -0.4236 -2.0802 -0.2267 0.0121 0.1636
As -1.7858 0.1645 -0.2245 -0.2910 -0.1217 0.0015
C -2.4280 2.0103 -0.2854 0.0642 0.0343 -0.0595
C -2.2823 2.7490 0.8887 0.0699 0.0296 -0.0117
C -2.6762 4.0788 0.9400 0.0142 -0.0143 0.0140
C -3.2139 4.6914 -0.1848 -0.0015 -0.0064 0.0077
C -3.3653 3.9635 -1.3558 0.0149 -0.0323 0.0080
C -2.9765 2.6288 -1.4047 -0.0230 0.0451 0.0854
C -3.4133 -0.6600 0.4918 0.0512 -0.0348 0.0498
C -3.4152 -2.0497 0.6080 -0.0156 -0.0204 0.1022
C -4.5244 -2.7099 1.1180 0.0134 0.0235 -0.0146
C -5.6386 -1.9893 1.5281 0.0188 0.0133 -0.0073
C -5.6340 -0.6051 1.4299 0.0058 -0.0143 0.0013
C -4.5262 0.0575 0.9147 -0.0607 -0.0303 -0.0212
As 0.5978 -0.7436 -2.6270 0.2200 0.1779 -0.2363
C 1.6357 0.0630 -4.0906 -0.0068 -0.0221 -0.1005
C 1.2945 -0.0861 -5.4337 -0.0067 0.0603 -0.0091
C 2.0392 0.5338 -6.4258 0.0002 -0.0027 0.0016
C 3.1438 1.3086 -6.0883 0.0031 -0.0011 -0.0030
C 3.5063 1.4456 -4.7575 -0.0626 -0.0205 -0.0461
C 2.7578 0.8194 -3.7653 0.1075 0.1040 0.0319
C 0.4081 -2.5359 -3.3799 -0.0957 0.0412 -0.6521
C -0.7034 -2.9886 -4.0797 0.2180 0.2068 0.0118
C -0.7644 -4.3046 -4.5281 -0.0012 -0.1362 0.0095
C 0.2822 -5.1760 -4.2714 -0.1536 0.0689 -0.0079
C 1.3875 -4.7347 -3.5545 0.1645 0.1649 -0.0061
C 1.4464 -3.4250 -3.1052 0.2020 0.0270 -0.5046
H -0.9898 1.1292 -3.0883 -0.0491 0.1008 0.0793
H -1.4382 -0.2188 -4.1149 0.0117 0.0008 -0.0475
H -2.1256 -1.5152 -2.0158 -0.1005 -0.0330 0.0543
H -3.1880 -0.1549 -2.3356 -0.0227 0.0470 -0.0438
H -1.8302 2.2881 1.7615 -0.0018 -0.0107 -0.0229
H -2.5375 4.6403 1.8564 -0.0071 -0.0014 -0.0145
H -3.5023 5.7352 -0.1507 0.0021 -0.0090 -0.0017
H -3.7805 4.4332 -2.2396 -0.0043 0.0112 -0.0028
H -3.1142 2.0804 -2.3264 0.0333 -0.0752 -0.0634
H -2.5340 -2.6244 0.3381 0.0119 0.0148 -0.0246
H -4.5009 -3.7885 1.2160 -0.0109 0.0105 0.0035
H -6.4992 -2.5036 1.9396 0.0060 0.0025 0.0001
H -6.4915 -0.0319 1.7639 -0.0014 -0.0118 -0.0005
H -4.5351 1.1389 0.8523 0.0022 -0.0146 -0.0085
H 0.4444 -0.7025 -5.7056 0.0044 -0.0046 0.0026
H 1.7614 0.4085 -7.4659 0.0046 0.0048 -0.0082
H 3.7250 1.7939 -6.8634 -0.0019 -0.0051 -0.0062
H 4.3767 2.0304 -4.4857 0.0008 -0.0015 0.0002
H 3.0847 0.8871 -2.7312 -0.0753 0.0488 -0.2387
H -1.5441 -2.3318 -4.2662 -0.0229 0.0303 -0.0210
H -1.6424 -4.6489 -5.0618 -0.0132 -0.0082 -0.0092
H 0.2255 -6.2058 -4.6020 -0.0055 -0.0201 -0.0132
H 2.1882 -5.4206 -3.3072 -0.0083 0.0566 0.0530
H 2.2819 -3.1071 -2.4903 -0.0493 -0.0828 -0.1183
O 1.6846 6.0010 1.9490 -0.0935 0.3337 -0.4342
C 1.8819 5.6530 0.6962 -0.1006 0.1299 0.1208
O 2.2578 6.4425 -0.1504 0.0790 -0.0331 -0.0188
C 1.6075 4.2345 0.3483 0.1053 0.0603 -0.1014
C 1.8149 3.7417 -0.9197 -0.0942 -0.0752 -0.0137
N 1.4417 2.4528 -0.8894 -0.0423 -0.0291 0.0634
N 1.0055 2.0579 0.3095 0.1844 -0.0635 0.1779
C 1.1087 3.1246 1.0873 -0.2468 0.0348 0.1301
C 0.7320 3.0370 2.5563 0.2928 -0.2727 0.0190
O 1.0579 4.0340 3.2692 -0.5205 -0.3499 -0.0799
O 0.2085 1.9843 2.9641 -0.0907 0.4303 -0.3677
H 1.3283 5.1911 2.4836 0.3965 -0.0669 0.3680
H 2.1875 4.2281 -1.8061 -0.0150 -0.0250 0.0412
H 1.5115 1.7606 -1.6162 0.0235 -0.0371 -0.0861
C 1.8714 1.6428 5.3895 0.1171 -0.0077 0.0204
C 1.3537 0.2444 5.4860 0.0413 0.2260 -0.0399
C 1.8699 -0.7120 6.3090 -0.0251 -0.2247 0.0713
C 1.2809 -1.9999 6.2526 0.0764 0.1360 0.0041
N 0.2267 -2.2809 5.5312 -0.1047 0.1400 -0.0320
C -0.3449 -1.2972 4.7640 0.2366 -0.0535 0.1469
S -1.7317 -1.5198 3.8888 -0.2117 -0.0410 -0.1198
N 0.2949 -0.0739 4.7213 -0.0277 -0.2035 -0.1160
C 1.8677 -3.1242 7.0589 -0.0070 0.0091 0.0224
H 2.7686 1.7503 5.9961 0.0102 -0.0139 0.0234
H 1.1135 2.3472 5.7363 0.0273 -0.0040 -0.0670
H 2.0846 1.9206 4.3567 0.0219 -0.1006 0.1888
H 2.7210 -0.4977 6.9397 -0.0051 -0.0357 -0.0265
H -0.0144 0.6134 4.0204 -0.0195 0.0639 0.1369
H 1.5628 -3.0300 8.1051 0.0055 0.0076 -0.0213
H 2.9583 -3.1048 7.0257 -0.0277 0.0083 -0.0110
H 1.5016 -4.0722 6.6730 0.0025 -0.0030 0.0009
F 3.9950 -0.3180 0.8860 -0.0535 -0.0996 -0.1304
C 3.2131 -1.0924 0.0088 0.0125 0.0257 0.0863
F 3.3145 -0.4297 -1.2243 0.1474 -0.0920 0.2479
H 3.7342 -2.0427 -0.1190 0.0974 0.0195 -0.0238
O 1.9910 -3.5482 1.5264 0.0852 -0.0460 -0.1706
S 1.6751 -4.3262 0.2827 -0.4663 0.1546 0.3155
O 1.1251 -5.6305 0.5734 0.1147 0.0028 -0.0389
O 2.7948 -4.3205 -0.6428 0.1661 -0.0961 0.0016
S 0.1531 -3.1558 -0.5757 -0.1708 -0.3539 1.2887
```
Positions in Å, forces in eV/Å.

Mulliken population analysis, charges in e, atoms 1 to 6:
1. Pb 1.062
2. C -1.448
3. C -1.547
4. As 1.404
5. C -0.107
6. C -0.452

Entry 2:
Molecular formula: C38H36BIN10PSTi
Method: DFT, ωB97M-V/def2-TZVPD

The multiplicity is 2. As for the total charge: +4. The calculation puts the LUMO energy (spin up / spin down) at -12.3 / -14.0 eV. Its expectation value of S² is 0.779. For the gap between HOMO and LUMO (spin up / spin down), the calculation gives 5.60 / 3.94 eV. For the largest force on an atom, the calculation gives 0.0105 Eh/bohr.

XYZ file:
```
89
Properties=species:S:1:pos:R:3:forces:R:3
Ti 0.6347 -0.1775 0.2653 0.1036 0.1460 -0.4209
C 4.2357 -0.5803 2.4221 0.0971 -0.1363 0.0771
C 3.4051 0.1782 1.6436 -0.2367 -0.0729 -0.1951
N 2.3697 -0.5870 1.1861 0.2499 -0.1628 0.3925
N 2.5624 -1.8509 1.6911 -0.1950 0.0638 -0.2401
C 3.6675 -1.8602 2.4240 0.1532 -0.0506 0.0778
B 1.6077 -3.0173 1.2036 -0.1350 0.2227 -0.0202
N 1.5867 -2.8954 -0.3555 -0.0509 0.2285 0.0332
C 2.0734 -3.6736 -1.3199 0.1004 -0.1008 -0.0012
C 1.8988 -3.0511 -2.5525 0.0475 -0.1081 -0.0253
C 1.3024 -1.8507 -2.2555 -0.0760 0.1134 0.1379
N 1.1115 -1.7409 -0.9198 0.0315 -0.2268 -0.2037
N 0.1581 -2.6375 1.6933 -0.0039 0.2362 -0.3454
C -0.6299 -3.3317 2.4973 -0.0555 -0.0946 0.1446
C -1.8536 -2.6641 2.6287 0.0307 -0.1661 0.0861
C -1.7293 -1.5461 1.8515 0.2029 0.0706 -0.1491
N -0.4972 -1.5093 1.2678 -0.1482 -0.1135 0.3494
N 1.9642 -4.3384 1.7331 0.3724 -0.1420 0.1673
C 1.8303 -5.6240 1.2663 -0.0969 0.1838 -0.0488
C 2.1003 -6.4726 2.2939 -0.1524 -0.0956 0.0869
C 2.3519 -5.6321 3.3983 0.2989 0.2415 0.1060
N 2.2864 -4.3532 3.0739 -0.2027 -0.3496 -0.1910
H 5.1481 -0.2751 2.9069 -0.0226 -0.0114 0.0086
H 3.4877 1.2132 1.3483 -0.0121 0.0146 0.0068
H 3.9836 -2.7726 2.9040 0.0129 0.0090 0.0092
H 2.5378 -4.6189 -1.0913 -0.0068 0.0140 -0.0076
H 2.1688 -3.4382 -3.5202 -0.0032 -0.0111 0.0145
H 0.9950 -1.0585 -2.9185 -0.0228 -0.0100 0.0007
H -0.2789 -4.2517 2.9408 -0.0451 0.0012 -0.0056
H -2.7089 -2.9824 3.2005 0.0233 -0.0061 -0.0048
H -2.4581 -0.7811 1.6535 -0.0015 0.0428 -0.0065
H 1.5177 -5.8538 0.2616 0.0263 0.0254 -0.0023
H 2.1057 -7.5487 2.2666 -0.0187 0.0074 0.0158
H 2.6072 -5.9156 4.4091 -0.0153 0.0151 -0.0480
I 0.6042 1.3332 2.8693 0.1843 0.0035 -0.1456
C -1.3117 1.6089 3.6009 -0.1283 0.0168 0.1986
C -1.3308 1.4896 5.0022 -0.0557 0.0221 -0.1749
C -2.4510 1.8320 5.7210 -0.2950 0.1197 -0.0321
C -3.5704 2.3383 5.0351 0.2275 -0.1105 0.2746
C -3.5780 2.4472 3.6404 -0.0139 -0.0055 -0.0390
C -4.7168 3.0069 3.0406 -0.0231 0.0453 -0.2697
C -4.7823 3.1587 1.6546 -0.1104 0.0247 0.2980
C -3.7367 2.6990 0.8913 0.2830 -0.1483 -0.0923
C -2.5820 2.0884 1.4466 -0.1301 -0.0043 -0.1183
P -1.4615 1.4512 0.1111 0.0122 0.3691 0.0537
C -1.2091 2.9773 -0.8196 0.0025 -0.0946 0.0215
C -1.6543 3.1226 -2.1305 -0.0011 0.0884 -0.1332
C -1.4266 4.3233 -2.7966 -0.0193 -0.0722 0.0371
C -0.7652 5.3649 -2.1565 -0.0028 0.0144 -0.0065
C -0.3292 5.2182 -0.8441 -0.0158 -0.0615 0.0215
C -0.5479 4.0235 -0.1761 0.0711 0.1109 0.0382
C -2.4510 0.3135 -0.8665 0.0150 -0.0422 -0.0810
C -1.7831 -0.1994 -1.9865 0.0265 -0.0879 -0.0919
C -2.3803 -1.1700 -2.7771 -0.0231 0.0159 0.0269
C -3.6504 -1.6292 -2.4574 -0.0299 -0.0374 -0.0275
C -4.3207 -1.1233 -1.3492 0.0331 0.0389 0.0184
C -3.7234 -0.1603 -0.5484 -0.0186 -0.0819 0.0132
C -2.4534 2.0193 2.8492 0.0526 -0.0003 0.1442
H -0.4484 1.1509 5.5296 0.0144 -0.0009 -0.0188
H -2.4597 1.7448 6.8000 -0.0161 0.0082 -0.0122
H -4.4460 2.6502 5.5924 0.0071 -0.0024 0.0079
H -5.5364 3.3402 3.6667 0.0094 -0.0112 -0.0021
H -5.6454 3.6158 1.1893 0.0023 0.0017 0.0035
H -3.8033 2.8024 -0.1850 0.0173 -0.0189 -0.0113
H -2.1968 2.3289 -2.6295 0.0039 0.0172 0.0085
H -1.7907 4.4527 -3.8079 -0.0035 0.0010 0.0114
H -0.6048 6.3014 -2.6746 0.0014 -0.0087 -0.0029
H 0.1729 6.0347 -0.3424 -0.0043 -0.0034 -0.0076
H -0.2040 3.9196 0.8486 -0.0066 -0.0061 -0.0055
H -0.8197 0.2093 -2.2823 0.0084 0.0240 0.0422
H -1.8706 -1.5556 -3.6505 -0.0053 0.0143 -0.0020
H -4.1267 -2.3762 -3.0787 -0.0001 0.0004 0.0064
H -5.3146 -1.4787 -1.1110 0.0071 0.0049 -0.0023
H -4.2600 0.2028 0.3195 0.0046 0.0323 -0.0130
S 1.6836 1.4849 -1.1393 -0.4346 0.2684 0.1755
C 2.4854 1.2870 -2.6959 0.1496 -0.2501 0.0562
N 1.9189 1.8382 -3.7486 -0.0160 0.0343 -0.0119
C 2.5681 1.8813 -5.0822 -0.0746 0.0204 0.1355
C 3.5032 0.6939 -5.2126 -0.0134 -0.0245 -0.0132
C 4.4482 0.6395 -4.0272 -0.0771 -0.0096 0.1371
N 3.6494 0.6810 -2.7768 0.0586 -0.0093 -0.0548
H 1.0735 2.3687 -3.5863 0.0088 0.0061 -0.0519
H 3.1018 2.8279 -5.1714 0.0163 0.0070 -0.0173
H 1.7792 1.8605 -5.8296 -0.0044 -0.0116 -0.0190
H 4.0753 0.7790 -6.1345 0.0095 0.0117 -0.0044
H 2.9264 -0.2318 -5.2723 0.0055 0.0024 -0.0177
H 5.1392 1.4826 -4.0197 0.0181 0.0085 -0.0160
H 5.0284 -0.2796 -4.0131 0.0067 -0.0137 -0.0084
H 4.0430 0.3086 -1.9262 0.0169 0.0066 -0.0247
```
Positions in Å, forces in eV/Å.

Mulliken population analysis, charges in e, atoms 1 to 6:
1. Ti -1.069
2. C -1.548
3. C -0.610
4. N 0.707
5. N -0.083
6. C 0.136